Entry from OMol25: a 10-piece molecular cluster, C20H60O10S10 overall at a distorted geometry (the ωB97M-V functional and the def2-TZVPD basis).

Geometry as XYZ:
```
100
C20H60O10S10 the ωB97M-V functional and the def2-TZVPD basis
C -2.99820 -5.15549 1.45526
S -2.77220 -3.48149 2.11226
O -4.02520 -3.24449 2.99126
C -1.47620 -3.77149 3.21426
H -3.05920 -6.03049 2.17626
H -2.06420 -5.33249 0.84326
H -3.91820 -5.22549 0.80526
H -1.33320 -2.74249 3.73226
H -0.56320 -4.06949 2.64726
H -1.71220 -4.46949 4.00926
C -3.26920 2.56251 2.23226
S -4.46320 1.43851 3.00326
O -5.79020 1.78851 2.27826
C -3.86420 -0.09649 2.32526
H -3.38420 2.45251 1.12026
H -2.29620 2.23551 2.48026
H -3.47020 3.64051 2.56226
H -3.64620 -0.62049 3.19626
H -3.03620 0.11151 1.59926
H -4.52420 -0.73849 1.73826
C 3.47180 -5.58649 0.56126
S 2.18480 -4.72249 1.44126
O 2.80880 -3.41549 1.90126
C 1.08180 -4.42249 0.08026
H 4.18880 -4.88349 0.16526
H 3.08180 -6.40549 -0.07174
H 4.30880 -6.01749 1.12526
H 0.14080 -4.01449 0.27726
H 0.81680 -5.43549 -0.33374
H 1.58680 -3.90549 -0.64974
C 4.27580 -1.37149 -0.72874
S 4.47080 0.33451 -0.19874
O 3.09780 0.93251 -0.45574
C 4.24380 -0.10849 1.49326
H 4.98980 -2.05649 -0.46774
H 4.10280 -1.41949 -1.83674
H 3.32980 -1.79149 -0.38074
H 5.07380 -0.84749 1.76626
H 3.17880 -0.50949 1.61226
H 4.32980 0.77651 2.12626
C 4.59880 4.23451 0.35926
S 3.91080 4.39551 1.99526
O 3.27280 5.73151 2.19426
C 2.63680 3.25051 1.51926
H 5.08080 3.29151 0.21026
H 5.42980 4.88651 0.51326
H 4.14480 4.82851 -0.43674
H 1.73280 3.49651 2.09926
H 2.95780 2.22451 1.74326
H 2.30580 3.64451 0.52426
C -0.99920 5.11451 0.82126
S -2.20020 6.46451 1.21026
O -1.63220 7.57551 0.32426
C -3.64020 5.72951 0.44526
H -0.81720 5.02251 -0.23174
H -1.32720 4.05351 1.05826
H -0.07020 5.35951 1.31126
H -3.92120 6.22051 -0.45874
H -4.56520 5.70651 1.15726
H -3.42720 4.70151 0.20226
C -0.75420 4.77551 -3.63674
S -0.43820 3.08451 -3.54274
O 0.60980 2.77251 -4.58874
C 0.48880 3.08451 -2.01874
H -1.04820 5.20951 -2.63474
H -1.56620 4.94651 -4.27974
H 0.13180 5.44551 -4.01974
H -0.27820 3.15951 -1.21874
H 1.36280 3.74351 -1.86074
H 0.98780 2.08051 -2.04774
C -4.26420 -3.24149 -2.33174
S -2.49120 -3.09549 -2.18474
O -2.12120 -2.61949 -0.75174
C -2.09920 -4.85549 -2.16974
H -4.72820 -2.25149 -2.53774
H -4.79220 -3.57149 -1.48674
H -4.49920 -3.88649 -3.07674
H -2.49520 -5.20049 -1.26874
H -1.08620 -5.12949 -2.21074
H -2.63120 -5.10549 -3.05274
C 0.19080 1.19651 0.94326
S 0.59180 0.13451 2.35826
O -0.74820 0.11851 3.11126
C 0.48680 -1.38749 1.55926
H -0.92420 0.97451 0.75326
H 0.80380 0.80951 0.11726
H 0.37680 2.20851 0.95226
H -0.43320 -1.51249 1.00626
H 0.82580 -2.20049 2.16026
H 1.33180 -1.34549 0.88726
C 2.14280 -0.76249 -4.32674
S 0.56080 -0.21049 -3.73974
O -0.46520 -1.15549 -4.35474
C 0.73180 -0.84649 -2.08074
H 2.95280 -0.56349 -3.67474
H 2.45280 -0.25149 -5.28974
H 2.02880 -1.74549 -4.80174
H 0.51380 -1.85349 -2.21974
H -0.03720 -0.44849 -1.36874
H 1.75980 -0.81749 -1.58174
```

## Properties
- HOMO-LUMO gap (hartree) = 0.2939
- relative energy (zero: lowest compared OMol25 entry of this formula, charge and spin) (kJ/mol) = 579.8
- LUMO level (eV) = -0.27